Entry 1:
Entry from the Open Molecules 2025 dataset: C3H8S2 in the gas phase at a distorted geometry (ωB97M-V/def2-TZVPD).

Properties
Energy above the lowest of the compared OMol25 structures with the same formula, charge and spin: 10.5 kcal per mole
SMILES: CSCSC
Strongest force on any atom: 0.023 hartree/bohr
HOMO-LUMO gap: 9.59 eV
Lowest unoccupied orbital energy: 0.92 eV

Each line ends with the Löwdin charge.
Cartesian coordinates (Å):
C: -2.383 -0.143 0.018  -0.43
C: 0.233 -0.866 -0.060  -0.85
C: 2.207 0.958 -0.060  -0.45
H: -3.259 0.404 -0.332  0.04
H: -2.602 -1.215 -0.110  0.04
H: -2.219 0.051 1.058  0.02
H: -0.067 -1.889 -0.253  0.03
H: 0.225 -0.698 1.016  0.04
H: 3.182 1.318 -0.396  0.04
H: 1.418 1.624 -0.371  0.00
H: 2.213 0.948 1.023  0.03
S: -0.909 0.228 -0.936  0.75
S: 1.959 -0.721 -0.598  0.74

***

Entry 2:
Entry from the Open Molecules 2025 dataset: 2 unconnected molecules or ions with the total composition C4H12 at a distorted geometry (ωB97M-V/def2-TZVPD).

Properties
Energy above the lowest of the compared OMol25 structures with the same formula, charge and spin: 46.9 kcal per mole
Spin multiplicity: 2
Strongest force on any atom: 0.122 hartree/bohr
HOMO-LUMO gap (alpha / beta): 14.55 / 4.52 eV
Charge: +1
Lowest unoccupied orbital energy (alpha / beta): -3.00 / -11.60 eV

Each line ends with the Löwdin charge.
Cartesian coordinates (Å):
C: -0.334 0.497 1.477  0.00
C: 0.409 -0.856 1.997  0.00
H: -1.409 0.479 1.888  0.15
H: 0.067 1.425 1.779  0.09
H: -0.540 0.328 0.479  0.00
H: 1.227 -1.104 1.311  0.08
H: 0.815 -0.790 2.937  0.05
H: -0.523 -1.456 2.124  0.13
C: 0.121 -0.596 -1.592  0.01
C: 0.169 0.955 -2.005  -0.04
H: 0.769 -0.924 -0.790  0.07
H: -0.898 -0.709 -1.003  0.18
H: -0.115 -1.148 -2.427  0.07
H: -0.136 1.509 -1.184  0.03
H: 1.061 1.320 -2.249  0.04
H: -0.682 1.070 -2.743  0.13

***

Entry 3:
Entry from the Open Molecules 2025 dataset: a gas-phase ion, C6H12P (charge +1) at a distorted geometry (ωB97M-V/def2-TZVPD).

Properties
Energy above the lowest of the compared OMol25 structures with the same formula, charge and spin: 94.7 kcal per mole
Strongest force on any atom: 0.067 hartree/bohr
HOMO-LUMO gap: 8.72 eV
Charge: +1
Lowest unoccupied orbital energy: -4.37 eV

Each line ends with the Löwdin charge.
Cartesian coordinates (Å):
C: -2.327 1.004 -0.398  -0.17
C: -1.022 0.920 -0.580  -0.09
C: -2.371 0.189 0.800  0.09
C: 0.515 -1.866 -0.690  -0.10
C: 1.640 0.725 -1.280  -0.17
C: 0.729 0.248 1.486  -0.19
P: 0.370 -0.048 -0.213  0.83
H: -2.995 1.813 -0.588  0.11
H: -2.430 0.616 1.828  0.12
H: -2.145 -0.794 0.621  0.04
H: 0.887 -2.309 0.185  0.04
H: 1.261 -1.919 -1.437  0.04
H: -0.362 -2.341 -0.972  0.04
H: 2.444 1.010 -0.537  0.08
H: 1.256 1.542 -1.904  0.07
H: 2.144 -0.012 -1.902  0.05
H: 0.413 -0.384 2.241  0.04
H: 0.155 1.202 1.611  0.08
H: 1.837 0.403 1.729  0.11

***

Entry 4:
Entry from the Open Molecules 2025 dataset: C15H16BrN3O4S in the gas phase at a distorted geometry (ωB97M-V/def2-TZVPD).

Properties
Energy above the lowest of the compared OMol25 structures with the same formula, charge and spin: 0.0 kcal per mole
SMILES: CCOC(=O)c1sc(/N=N/Cc2cc(Br)c(O)c(OC)c2)nc1C
Strongest force on any atom: 0.076 hartree/bohr
HOMO-LUMO gap: 7.88 eV
Lowest unoccupied orbital energy: -0.82 eV

Each line ends with the Löwdin charge.
Cartesian coordinates (Å):
O: -2.043 2.338 4.119  0.08
Br: 0.627 -4.248 -0.970  0.80
N: 1.426 2.896 1.769  0.10
N: 2.506 1.486 0.142  0.06
N: 2.008 0.931 -0.885  0.02
O: -0.153 -3.686 -3.874  0.02
O: 0.858 -1.728 -5.588  -0.06
O: -2.411 0.341 3.174  -0.03
S: 0.052 0.687 1.192  1.07
C: -1.753 1.534 3.230  -0.46
C: 1.427 1.832 0.991  -0.57
C: -0.556 1.793 2.424  -0.37
C: 0.281 2.929 2.556  -0.31
C: 2.029 -1.869 -1.663  -0.10
C: 2.146 -0.823 -3.791  0.07
C: 1.187 -2.862 -2.164  -0.56
C: 1.193 -1.741 -4.273  -0.19
C: 0.685 -2.712 -3.440  -0.29
C: 2.404 -0.820 -2.454  -0.25
C: -0.451 -1.801 -6.037  -0.09
C: 0.291 4.109 3.471  -0.03
C: 3.054 0.390 -1.822  -0.12
C: -3.206 -0.449 5.317  -0.08
C: -3.609 0.093 3.936  -0.21
H: -0.492 -4.312 -3.199  0.06
H: 2.230 -1.958 -0.586  0.11
H: 2.603 -0.120 -4.398  0.11
H: -0.942 -2.751 -5.952  0.08
H: -0.985 -1.008 -5.526  0.10
H: -0.591 -1.543 -7.090  0.09
H: -0.176 3.965 4.379  0.03
H: 1.366 4.519 3.486  0.11
H: -0.245 4.972 2.946  0.11
H: 3.935 0.161 -1.352  0.08
H: 3.394 1.057 -2.616  0.12
H: -2.899 -1.568 5.237  0.11
H: -2.559 0.216 5.839  0.06
H: -4.072 -0.483 5.933  0.05
H: -4.254 0.929 4.077  0.10
H: -4.306 -0.694 3.462  0.15

***

Entry 5:
Entry from the Open Molecules 2025 dataset: a molecular structure, C24H19Br2N4O2S3Ti at a distorted geometry (ωB97M-V/def2-TZVPD).

Properties
Energy above the lowest of the compared OMol25 structures with the same formula, charge and spin: 3.5 kcal per mole
Strongest force on any atom: 0.056 hartree/bohr
HOMO-LUMO gap: 6.67 eV
Charge: +1
Lowest unoccupied orbital energy: -4.05 eV

Each line ends with the Löwdin charge.
Cartesian coordinates (Å):
Ti: -1.685 1.262 0.970  0.56
O: -2.045 -1.204 0.657  -0.10
C: -3.102 -1.867 1.264  -0.23
C: -3.547 -3.087 0.784  0.00
C: -4.593 -3.737 1.420  -0.05
C: -5.198 -3.172 2.532  -0.06
C: -4.751 -1.950 3.007  -0.01
C: -3.701 -1.292 2.384  -0.11
C: -3.168 0.014 2.932  -0.30
O: -3.062 0.977 1.943  -0.20
N: -1.812 -0.155 3.474  0.06
N: -0.827 0.103 2.579  -0.11
C: 0.377 -0.266 2.804  -0.17
C: 1.474 0.079 1.921  -0.62
Br: 0.953 0.127 0.075  0.85
C: 2.736 0.340 2.285  -0.06
C: 3.203 0.487 3.663  -0.21
C: 4.521 0.128 3.965  -0.03
C: 5.000 0.216 5.259  -0.06
C: 4.178 0.671 6.281  -0.06
C: 2.884 1.078 5.991  -0.06
C: 2.406 1.004 4.694  -0.04
H: -1.866 -1.612 -0.195  0.09
H: -3.063 -3.538 -0.075  0.13
H: -4.936 -4.693 1.048  0.12
H: -6.008 -3.681 3.036  0.11
H: -5.214 -1.493 3.874  0.12
H: -3.804 0.363 3.749  0.16
H: -1.664 -0.912 4.127  0.16
H: 0.619 -0.857 3.685  0.15
H: 3.482 0.439 1.505  0.12
H: 5.167 -0.247 3.181  0.12
H: 6.022 -0.064 5.477  0.11
H: 4.552 0.734 7.294  0.11
H: 2.253 1.478 6.773  0.11
H: 1.434 1.425 4.470  0.11
S: -3.238 5.695 -2.232  0.71
C: -2.570 4.832 -1.034  -1.08
S: -0.838 4.953 -0.602  1.04
C: -1.050 3.708 0.569  -1.13
N: -2.277 3.241 0.642  -0.17
N: -3.143 3.890 -0.218  -0.14
C: -4.559 3.762 0.013  -0.21
C: -5.333 4.902 0.191  -0.03
C: -6.684 4.776 0.464  -0.06
C: -7.263 3.522 0.582  -0.07
C: -6.484 2.390 0.406  -0.06
C: -5.134 2.503 0.112  -0.03
S: 0.099 2.955 1.569  0.70
H: -4.881 5.879 0.126  0.10
H: -7.283 5.669 0.586  0.11
H: -8.318 3.431 0.803  0.11
H: -6.934 1.408 0.482  0.11
H: -4.545 1.618 -0.058  0.06
Br: -2.071 0.985 -1.398  0.33

***

| no. | energy (a.u.) |
| --- | --- |
| 1 | -915.46025 |
| 2 | -159.09505 |
| 3 | -576.76215 |
| 4 | -4018.50679 |
| 5 | -8487.39200 |